[1]
{
  "formula": "C6H15ClNO",
  "method": "wB97M-V/def2-TZVPD",
  "charge": 1,
  "smiles": "C[C@@H]([C@H](O)Cl)[N+](C)(C)C",
  "symbols": ["H", "C", "H", "C", "C", "H", "H", "H", "C", "H", "Cl", "H", "C", "H", "H", "H", "H", "N", "H", "O", "H", "H", "H", "C"],
  "positions_angstrom": [[-1.18389, 0.24110, 1.77863], [1.83465, -0.65757, -0.06241], [-2.03520, -1.12204, 1.04441], [0.63560, 0.52445, -0.29894], [-1.73773, 0.91630, -0.67473], [-2.72235, 0.45511, -0.74694], [0.87284, 1.17280, 1.74232], [-0.44666, -0.92771, -2.19205], [0.85079, 1.59891, 0.74427], [1.73287, -1.46330, -0.79377], [3.38497, 0.16954, -0.48938], [-0.31187, -1.25564, 1.44885], [-0.82617, -1.22100, -1.21543], [-1.86642, -1.52669, -1.32712], [2.65132, -1.47136, 1.48650], [-1.79541, 1.72128, 0.05302], [-0.26162, -2.07565, -0.85011], [-0.73941, -0.09449, -0.26423], [1.81858, 2.05926, 0.56381], [1.80491, -1.07317, 1.23485], [0.79916, 0.89913, -1.30890], [-1.47639, 1.33320, -1.64665], [0.10584, 2.38549, 0.69113], [-1.08842, -0.58794, 1.08289]],
  "lowdin_charge": [0.12, -0.67, 0.12, -0.26, 0.01, 0.12, 0.09, 0.13, -0.05, 0.09, 0.69, 0.10, 0.01, 0.12, 0.13, 0.11, 0.11, -0.35, 0.08, -0.06, 0.14, 0.12, 0.09, 0.02]
}

[2]
{
  "formula": "C6H15F6N4O2P",
  "method": "wB97M-V/def2-TZVPD",
  "symbols": ["C", "H", "H", "C", "C", "O", "H", "F", "H", "H", "F", "H", "N", "O", "N", "H", "C", "F", "H", "H", "P", "C", "F", "N", "H", "H", "F", "N", "H", "H", "F", "C", "H", "H"],
  "positions_angstrom": [[3.05719, -0.99648, 0.62492], [0.44052, 2.72853, 0.16618], [0.28195, 2.50876, -2.41646], [0.17942, 0.26378, -0.08758], [1.63300, -1.18400, 1.15523], [3.27932, -1.49122, -0.59983], [3.82984, -0.89364, -1.12338], [-3.06693, -2.46032, 0.85154], [1.08936, -2.02690, 0.71606], [-2.03681, 3.65728, -1.01909], [-1.01143, -2.94409, 1.56995], [-0.82309, 0.78297, 2.29128], [-1.05716, 3.42180, -1.10287], [3.90014, -0.51106, 1.31256], [0.68072, -0.06652, 1.07316], [-1.41177, 2.23409, -2.85801], [0.23584, 0.53107, 2.33620], [-1.91312, -3.27931, -1.50733], [1.33759, 0.31922, -1.72437], [-0.01418, -0.60534, -1.83327], [-1.82923, -3.24365, 0.11992], [-0.63682, 2.59862, -0.01511], [-1.28985, -1.63758, -0.22189], [0.74095, -0.32579, -1.21030], [0.39165, -0.20843, 3.12071], [-1.68190, 0.80178, 0.36628], [-2.86713, -4.49299, 0.11312], [-0.89852, 1.13422, -0.18623], [1.81125, -1.41605, 2.20680], [-1.16054, 2.93535, 0.88562], [-0.64280, -4.36471, -0.00754], [-0.71380, 2.97115, -2.43829], [-0.65108, 3.82835, -3.11707], [0.81742, 1.43111, 2.55908]],
  "lowdin_charge": [-0.50, 0.13, 0.07, -0.37, -0.03, 0.11, 0.13, -0.19, 0.13, 0.11, -0.23, 0.10, -0.11, 0.14, -0.01, 0.08, 0.03, -0.17, 0.12, 0.12, 0.37, -0.23, -0.24, 0.17, 0.11, 0.13, -0.17, 0.06, 0.14, 0.12, -0.18, -0.12, 0.08, 0.11]
}

[3]
{
  "formula": "C6H15FeNO12S3",
  "method": "wB97M-V/def2-TZVPD",
  "charge": -3,
  "multiplicity": 6,
  "symbols": ["O", "H", "C", "O", "C", "O", "H", "C", "H", "H", "O", "H", "H", "H", "H", "H", "O", "H", "O", "H", "C", "S", "H", "H", "N", "O", "O", "H", "Fe", "O", "O", "O", "C", "C", "H", "S", "O", "S"],
  "positions_angstrom": [[0.98094, -4.41728, 0.51635], [-2.38939, 1.60884, -0.65244], [-1.75479, 0.82405, -1.06413], [1.96738, -0.04741, -1.75192], [-2.64316, -0.35198, -1.46114], [2.92853, 1.08967, 2.01319], [-1.95296, -0.60372, 0.99294], [-0.38071, 3.08000, 0.81315], [-1.17609, -0.15277, 3.31413], [1.05325, 1.52354, 0.76494], [1.52662, -2.60555, -1.00238], [-1.19344, 2.87366, 1.50956], [-3.26173, -0.65700, -0.61709], [-3.36749, -0.09083, -2.23267], [0.60268, 2.10510, -0.90064], [0.15863, 0.82696, 2.74338], [2.48440, -0.91062, 3.23658], [0.38324, 3.65685, 1.33444], [-0.24266, -2.32259, 0.13195], [-0.98779, 3.77618, 0.23445], [0.24723, 1.76676, 0.07265], [0.49794, -3.48083, -0.48647], [-2.19576, -1.30010, -1.75946], [0.04162, -0.85804, 2.21977], [-0.60864, 0.59943, -0.13261], [1.28742, 0.69188, -3.98104], [4.30325, -0.35258, 1.54348], [-2.19029, 1.04480, 1.34367], [0.75247, -0.86822, -0.57039], [2.00996, -0.76450, 0.84291], [2.02634, -1.57347, -3.60500], [-0.22628, -4.13874, -1.55137], [-0.53452, 0.03720, 2.45367], [-1.39834, 0.32151, 1.14932], [-1.17336, 1.22088, -1.89633], [2.86667, -0.35417, 1.92749], [0.15697, -0.78752, -2.41305], [1.40196, -0.40925, -3.08002]],
  "lowdin_spin": [0.02, 0.00, 0.00, 0.13, 0.00, 0.01, 0.00, 0.00, 0.00, 0.00, 0.11, 0.00, 0.00, 0.00, 0.00, 0.00, 0.01, 0.00, 0.12, 0.00, 0.00, 0.02, 0.00, 0.00, 0.05, 0.02, 0.01, 0.00, 4.22, 0.10, 0.01, 0.01, 0.00, 0.00, 0.00, 0.01, 0.11, 0.02]
}

[4]
{
  "formula": "C6H15IO6PS",
  "method": "wB97M-V/def2-TZVPD",
  "charge": -1,
  "symbols": ["H", "C", "H", "H", "O", "O", "H", "H", "H", "C", "O", "H", "O", "H", "I", "H", "O", "H", "O", "H", "C", "P", "H", "S", "C", "H", "H", "C", "H", "C"],
  "positions_angstrom": [[-0.14225, 1.65064, 1.22663], [3.08528, -2.22920, -0.28268], [2.82000, -2.86975, -1.25153], [-2.83694, -0.72770, -2.02129], [0.28939, -2.53286, 0.36849], [-1.81223, -3.24156, 2.09026], [-1.90582, -2.82066, 3.00236], [-1.04106, -0.72885, -1.44973], [-0.95009, 3.34820, 1.07432], [-2.14407, -0.57569, -1.06213], [-1.07374, -0.67215, 1.96598], [-2.71208, 0.94946, 0.68238], [1.30694, -0.12762, -0.48235], [3.96831, -1.47725, -0.46316], [4.44709, -3.09291, -2.22291], [-1.81826, 2.96763, -1.27641], [-2.47533, -1.67284, -0.13991], [-0.58163, 1.48478, -1.67774], [1.95312, -0.97564, 1.90189], [3.45666, -3.01998, 0.52941], [-2.46175, 0.92386, -0.47854], [-1.20697, -1.94530, 1.03632], [-3.45291, 1.30214, -1.02508], [1.53915, -1.37672, 0.44823], [1.08563, 3.15131, 0.02794], [1.92437, 2.42450, 0.46167], [1.14977, 3.18898, -1.14206], [-1.24953, 2.00723, -0.85289], [1.22713, 4.18868, 0.55889], [-0.38817, 2.49927, 0.45366]],
  "lowdin_charge": [0.09, -0.57, -0.23, 0.14, -0.39, -0.21, 0.09, 0.11, 0.11, -0.24, -0.35, 0.12, -0.40, 0.00, 0.09, 0.11, -0.27, 0.11, -0.41, 0.08, -0.18, 0.75, 0.10, 0.76, -0.15, 0.08, 0.07, -0.21, 0.06, -0.26]
}

[5]
{
  "formula": "C6H15N",
  "method": "wB97M-V/def2-TZVPD",
  "charge": -1,
  "multiplicity": 2,
  "symbols": ["H", "H", "H", "H", "C", "H", "H", "H", "C", "N", "H", "H", "C", "H", "H", "H", "H", "C", "C", "C", "H", "H"],
  "positions_angstrom": [[-1.91882, 0.13108, 2.44491], [2.07421, 0.52699, -2.35758], [2.87316, -0.22386, 1.09054], [-1.00445, -1.28535, 0.50235], [1.40676, -0.40045, -0.52668], [1.33969, -1.40866, -0.11805], [-2.96316, 0.49855, -0.42332], [0.80304, -0.65524, -2.59857], [-1.78492, 0.37185, 1.38122], [-0.67892, -0.38255, 0.82403], [-0.55445, 0.22365, -1.20059], [0.19123, 1.31908, -0.05948], [-3.09623, 0.24330, 0.63024], [2.23708, 1.33846, 0.51665], [-3.88218, 0.88699, 1.04868], [-3.49890, -0.76890, 0.70473], [3.41683, 0.40733, -0.44265], [1.71691, -0.44949, -2.03591], [0.02620, 0.26651, -0.26732], [2.54904, 0.34179, 0.21228], [-1.48997, 1.42226, 1.42197], [2.41192, -1.24335, -2.31817]],
  "lowdin_spin": [0.01, 0.02, 0.01, 0.03, 0.02, 0.01, 0.06, 0.05, 0.06, 0.01, 0.05, 0.02, 0.25, 0.01, 0.04, 0.04, 0.01, 0.13, 0.10, 0.04, 0.02, 0.02]
}

[6]
{
  "formula": "C6H15N",
  "method": "wB97M-V/def2-TZVPD",
  "charge": -1,
  "multiplicity": 2,
  "symbols": ["H", "C", "H", "C", "H", "N", "H", "C", "H", "H", "H", "C", "H", "H", "H", "C", "H", "C", "H", "H", "H", "H"],
  "positions_angstrom": [[-0.00793, -2.67741, 0.46464], [0.16684, -1.03798, -1.62883], [-1.82073, 0.62886, 0.21507], [1.57829, -1.59131, -1.71812], [-1.57369, -1.77660, 0.63906], [0.02449, -0.51454, -0.12410], [-0.14557, -1.33271, 1.69409], [-0.44243, -1.64662, 0.73261], [2.09088, -1.48023, -2.61580], [1.78177, -2.50247, -1.24023], [1.15417, 1.54721, 0.94856], [-0.72082, 2.23793, 1.89154], [0.29309, 2.63999, -0.11039], [-0.20369, 2.94204, 2.51717], [-0.82203, 1.06211, -1.18330], [-0.75941, 0.68704, -0.13849], [-0.48306, -1.83321, -1.77788], [0.10239, 1.71534, 0.64830], [2.28947, -0.77971, -1.20725], [-0.76402, 1.34015, 2.57557], [-1.84534, 2.45198, 1.66043], [0.10732, -0.07987, -2.24264]],
  "lowdin_spin": [0.06, 0.11, 0.01, 0.18, 0.04, 0.01, 0.04, 0.20, 0.03, 0.04, 0.01, 0.05, 0.01, 0.01, 0.01, 0.04, 0.04, 0.04, 0.02, 0.02, 0.01, 0.03]
}

The records above give, respectively, strongest force on any atom values of 0.0589, 0.0250, 0.1479, 0.1526, 0.0175, 0.0928 Eh/bohr.
The records above give, respectively, total energy values of -22518.5569, -42117.6540, -99415.3324, -46972.3518, -7953.5084, -7951.2025 eV.